1.
Formula: C2H4N4O
Source: the OMol25 dataset
Level of theory: ωB97M-V with the def2-TZVPD basis set

Total charge ... 0
LUMO level ... 0.016 hartree
Energy ... -10145.17549 eV
Energy relative to the best compared isomer or geometry (same formula, charge and spin) ... 189.0 kJ/mol
Kohn-Sham gap ... 0.4092 Ha
HOMO ... -10.70 eV
SMILES string ... OCc1nnn[nH]1
Max |F| ... 0.0222 hartree/bohr

The geometry in XYZ format:
```
11
Properties=species:S:1:pos:R:3:forces:R:3:mulliken_charge:R:1
C -0.681 -0.070 -1.099 0.706 0.005 0.527 -0.269
C -0.321 0.043 0.344 0.650 0.600 0.723 0.503
H 0.720 -1.332 -1.697 -0.214 1.053 -0.111 0.333
H -1.447 -0.831 -1.174 -0.188 -0.143 -0.374 0.256
H -1.064 0.892 -1.459 0.128 -0.285 -0.121 0.241
H 1.684 0.824 0.168 -0.549 -0.391 0.482 0.272
N -1.029 -0.209 1.428 0.211 -0.015 -1.043 -0.321
N -0.233 0.076 2.465 0.879 0.300 0.443 -0.257
N 0.930 0.494 2.084 -0.528 -0.143 -0.186 -0.384
N 0.906 0.483 0.739 -0.671 -0.071 -0.107 0.169
O 0.535 -0.370 -1.799 -0.424 -0.909 -0.234 -0.543
```
Positions in Å, forces in eV/Å.

---

2.
Formula: C2H4N4O2
Source: the OMol25 dataset
Level of theory: ωB97M-V with the def2-TZVPD basis set

Total charge ... 0
LUMO level ... 0.022 hartree
Energy ... -12192.00842 eV
Energy relative to the best compared isomer or geometry (same formula, charge and spin) ... 142.7 kJ/mol
Kohn-Sham gap ... 0.3817 Ha
HOMO ... -9.79 eV
SMILES string ... [H]/N=c1/[nH]c(=O)n(O)[nH]1
Max |F| ... 0.0480 hartree/bohr

The geometry in XYZ format:
```
12
Properties=species:S:1:pos:R:3:forces:R:3:mulliken_charge:R:1
C 1.115 -0.274 -0.063 -0.910 1.174 0.294 0.403
C -1.073 -0.885 -0.263 -1.826 0.633 1.318 0.629
H -2.040 1.914 0.445 1.116 -1.945 0.695 0.379
H 0.523 1.809 -0.352 0.448 -0.826 -0.142 0.304
H 2.871 0.355 0.084 0.579 0.660 -0.238 0.249
H 0.367 -2.251 0.377 -0.219 1.933 -0.286 0.290
N -1.027 0.601 -0.565 -0.063 -1.343 0.398 -0.194
N 0.362 0.844 -0.668 0.804 -0.660 0.660 -0.241
N 2.317 -0.459 0.237 -0.294 -0.183 -0.095 -0.623
N 0.148 -1.238 0.174 1.013 -1.839 -0.602 -0.174
O -1.484 1.107 0.729 -0.989 1.991 -1.073 -0.504
O -2.080 -1.523 -0.136 0.341 0.404 -0.930 -0.519
```
Positions in Å, forces in eV/Å.

---

3.
Formula: C2H4N4O2
Source: the OMol25 dataset
Level of theory: ωB97M-V with the def2-TZVPD basis set

Total charge ... 0
LUMO level ... -0.039 hartree
Energy ... -12187.24870 eV
Energy relative to the best compared isomer or geometry (same formula, charge and spin) ... 602.0 kJ/mol
Kohn-Sham gap ... 0.3165 Ha
HOMO ... -9.68 eV
SMILES string ... [H]/N=c1\nnon1OC
Max |F| ... 0.1263 hartree/bohr

The geometry in XYZ format:
```
12
Properties=species:S:1:pos:R:3:forces:R:3:mulliken_charge:R:1
C -1.587 -0.002 0.499 -1.729 0.281 0.689 -0.617
C 1.175 0.369 -0.325 -0.510 6.239 -1.726 0.492
H -2.728 0.145 0.649 2.143 0.619 -0.587 0.289
H -0.942 0.483 1.273 -0.679 0.134 -0.845 0.249
H -1.510 -1.059 0.646 0.177 -0.609 0.145 0.304
H 2.182 2.082 0.309 -1.917 -1.957 -2.027 0.287
N 0.047 -0.136 -1.119 2.144 1.186 0.659 0.231
N 1.231 -1.747 -0.128 0.539 2.501 0.652 0.009
N 1.899 -0.679 0.116 -0.231 -3.436 0.300 -0.306
N 1.387 1.659 -0.352 1.074 -1.277 2.243 -0.564
O -1.192 0.288 -0.881 -1.900 1.539 1.320 -0.278
O 0.038 -1.401 -0.687 0.892 -5.218 -0.822 -0.097
```
Positions in Å, forces in eV/Å.

---

4.
Formula: C2H4N4O2
Source: the OMol25 dataset
Level of theory: ωB97M-V with the def2-TZVPD basis set

Total charge ... 0
LUMO level ... -0.016 hartree
Energy ... -12189.59726 eV
Energy relative to the best compared isomer or geometry (same formula, charge and spin) ... 375.4 kJ/mol
Kohn-Sham gap ... 0.3561 Ha
HOMO ... -10.12 eV
SMILES string ... CNn1onnc1=O
Max |F| ... 0.0651 hartree/bohr

The geometry in XYZ format:
```
12
Properties=species:S:1:pos:R:3:forces:R:3:mulliken_charge:R:1
C 1.485 -0.115 0.629 0.436 -0.941 -0.460 -0.614
C -1.458 0.820 -0.132 0.893 1.729 -1.194 0.519
H 2.518 0.292 0.530 -0.785 -0.227 0.669 0.304
H 1.568 -1.254 0.774 -0.231 1.554 -0.480 0.235
H 0.913 0.277 1.513 0.693 -0.002 -0.938 0.255
H 1.343 0.271 -1.616 -0.993 -0.186 3.191 0.282
N 0.852 0.336 -0.632 0.116 -0.026 -2.348 -0.281
N -0.493 0.057 -0.805 1.114 -0.480 0.490 0.090
N -2.043 -1.273 0.117 0.706 -0.735 -0.804 0.015
N -2.424 -0.132 0.298 -0.594 0.674 0.785 -0.207
O -0.809 -1.313 -0.585 -0.892 0.654 0.593 -0.094
O -1.452 2.034 -0.089 -0.465 -2.013 0.498 -0.504
```
Positions in Å, forces in eV/Å.

---

5.
Formula: C2H4N4O2
Source: the OMol25 dataset
Level of theory: ωB97M-V with the def2-TZVPD basis set

Total charge ... 0
LUMO level ... 0.009 hartree
Energy ... -12187.01531 eV
Energy relative to the best compared isomer or geometry (same formula, charge and spin) ... 624.5 kJ/mol
Kohn-Sham gap ... 0.3402 Ha
HOMO ... -9.02 eV
SMILES string ... [H]/N=c1\c(O)non1N
Max |F| ... 0.1068 hartree/bohr

The geometry in XYZ format:
```
12
Properties=species:S:1:pos:R:3:forces:R:3:mulliken_charge:R:1
C -1.128 -0.284 -0.063 -1.090 -0.751 1.703 0.361
C 0.011 0.817 0.078 -4.132 1.562 -1.788 0.622
H 2.852 0.656 -0.817 -0.045 0.919 -0.336 0.256
H 3.101 0.455 1.076 -2.636 -1.053 -4.699 0.315
H -2.595 0.897 -0.014 -0.411 -2.569 0.129 0.296
H -1.157 2.682 0.050 1.629 -2.283 -0.069 0.228
N 2.600 0.100 -0.033 -2.010 -0.697 4.889 -0.636
N 1.068 -0.074 -0.038 3.396 2.233 0.374 0.286
N -0.733 -1.507 -0.008 2.052 1.326 -0.337 -0.322
N -0.216 2.165 -0.030 1.637 -3.372 0.765 -0.770
O 0.715 -1.448 0.013 -1.330 0.995 -0.024 -0.182
O -2.531 -0.136 0.034 2.940 3.688 -0.607 -0.454
```
Positions in Å, forces in eV/Å.

---

6.
Formula: C2H4N4O4S
Source: the OMol25 dataset
Level of theory: ωB97M-V with the def2-TZVPD basis set

Total charge ... 0
LUMO level (spin up / spin down) ... -0.015 / -0.159 hartree
Energy ... -27113.76762 eV
Spin multiplicity ... 3
Energy relative to the best compared isomer or geometry (same formula, charge and spin) ... 26.8 kJ/mol
Kohn-Sham gap (spin up / spin down) ... 0.2551 / 0.2213 Ha
HOMO (spin up / spin down) ... -7.35 / -10.34 eV
Max |F| ... 0.1160 hartree/bohr

The geometry in XYZ format:
```
15
Properties=species:S:1:pos:R:3:forces:R:3:mulliken_charge:R:1
C 0.376 -0.282 -0.024 1.679 1.877 -1.658 0.613
C -0.921 -0.706 0.408 -0.489 -2.184 4.244 -0.402
N -1.779 0.098 -0.278 -1.560 -2.930 -4.957 0.365
N -2.175 1.165 0.230 -1.409 3.859 3.356 -0.909
N 0.611 1.071 0.012 -2.007 -2.074 0.645 -0.314
N 1.872 1.387 0.074 2.149 -0.136 0.164 0.989
O 2.716 0.454 0.110 1.076 2.021 -0.332 -0.615
O 2.153 2.545 0.194 0.275 0.705 -0.246 -0.569
O 1.223 -2.634 0.575 0.207 -0.170 0.083 -0.497
O 0.729 -1.052 -1.342 1.181 0.807 1.951 -0.390
S 1.770 -1.452 -0.069 -0.899 -2.604 -0.738 0.647
H -0.987 -1.806 0.268 -0.503 0.819 -0.217 0.316
H -1.164 -0.498 1.524 0.916 -0.317 -1.645 0.290
H -1.701 -0.015 -1.294 -0.326 0.107 0.190 0.281
H -2.722 1.724 -0.388 -0.289 0.221 -0.841 0.192
```
Positions in Å, forces in eV/Å.

---

7.
Formula: C2H4N4O5
Source: the OMol25 dataset
Level of theory: ωB97M-V with the def2-TZVPD basis set

Total charge ... 0
LUMO level (spin up / spin down) ... -0.028 / -0.028 hartree
Energy ... -18326.79543 eV
Energy relative to the best compared isomer or geometry (same formula, charge and spin) ... 348.5 kJ/mol
Kohn-Sham gap (spin up / spin down) ... 0.3334 / 0.3334 Ha
HOMO (spin up / spin down) ... -9.83 / -9.83 eV
Max |F| ... 0.0874 hartree/bohr

The geometry in XYZ format:
```
15
Properties=species:S:1:pos:R:3:forces:R:3:mulliken_charge:R:1
C -1.923 -0.017 0.294 2.271 2.870 -2.606 -0.184
C 1.056 0.298 -0.234 0.253 0.864 0.673 -0.014
N -0.015 -0.445 -0.296 0.776 1.750 0.214 0.260
N -2.376 -1.229 0.409 -0.424 0.012 0.446 -0.403
N 2.355 -0.170 -0.751 -1.516 0.202 1.657 1.021
N 1.079 1.617 0.436 -0.660 -1.628 -1.039 1.005
O 3.112 -0.566 0.124 0.221 0.158 -1.280 -0.557
O 1.974 2.394 0.247 0.552 -0.256 -0.108 -0.553
O 0.032 -1.517 -0.899 -0.651 -1.095 -0.052 -0.653
O 2.434 -0.146 -1.942 1.236 -0.366 -0.712 -0.521
O 0.079 1.826 1.081 -0.719 0.787 0.918 -0.645
H -1.583 0.560 1.105 -0.374 0.252 1.481 0.305
H -1.976 0.710 -0.581 -0.593 -1.754 0.676 0.331
H -2.062 -1.818 -0.357 -0.249 -0.621 -0.038 0.313
H -2.188 -1.497 1.364 -0.123 -1.175 -0.229 0.294
```
Positions in Å, forces in eV/Å.

---

8.
Formula: C2H4N4OS
Source: the OMol25 dataset
Level of theory: ωB97M-V with the def2-TZVPD basis set

Total charge ... 0
LUMO level ... 0.012 hartree
Energy ... -20979.89970 eV
Energy relative to the best compared isomer or geometry (same formula, charge and spin) ... 107.6 kJ/mol
Kohn-Sham gap ... 0.3167 Ha
HOMO ... -8.29 eV
SMILES string ... Nn1c(O)n[nH]c1=S
Max |F| ... 0.1126 hartree/bohr

The geometry in XYZ format:
```
12
Properties=species:S:1:pos:R:3:forces:R:3:mulliken_charge:R:1
C 0.164 0.242 -1.191 -3.636 -4.119 0.960 0.587
C -0.813 -0.864 0.564 0.812 2.748 1.747 0.197
H 1.295 0.320 1.632 -0.339 -0.181 -0.133 0.238
H 0.593 1.846 1.354 -0.013 -2.847 -1.335 0.245
H 1.609 1.452 -0.923 -2.184 -1.132 -1.205 0.453
H -1.735 -2.205 -0.662 0.998 1.667 -0.332 0.250
N 0.895 0.889 0.891 0.268 2.824 1.476 -0.893
N -0.029 0.190 0.135 1.724 1.559 2.505 0.432
N -0.575 -0.694 -1.783 0.297 0.115 1.837 -0.682
N -1.140 -1.339 -0.581 -1.981 -3.195 -3.448 0.063
O 0.910 1.126 -1.634 4.238 3.541 -1.741 -0.497
S -1.172 -0.963 2.198 -0.186 -0.980 -0.332 -0.392
```
Positions in Å, forces in eV/Å.

---

Q: Look up the energy of the second one.
A: -12192.00842 eV